No. 1
197
Properties=species:S:1:pos:R:3:forces:R:3 method="wB97M-V/def2-TZVPD" lumo_energy_ha=-0.01228 e_tot_ha=-3577.64535 gap_ev=7.82 multiplicity=1 e_above_lowest_ev=0.122
C -10.415145 24.524063 -22.173027 -0.72 -0.45 -2.23
C -11.193885 25.766965 -22.658177 1.15 0.24 2.94
C -12.600426 25.674721 -22.079889 -1.11 -0.28 -0.07
O -13.184184 24.424903 -22.411668 0.64 -0.49 -0.69
C -14.532833 24.283037 -22.139433 -1.43 0.24 0.27
N -10.513967 26.908224 -21.959342 -0.87 0.47 -0.88
H -10.767317 23.756296 -22.871012 0.26 -0.61 0.60
H -10.607962 24.250729 -21.138271 -0.17 0.11 0.00
H -9.345919 24.641220 -22.339206 0.03 0.17 0.06
H -11.165286 25.927987 -23.731716 -0.03 -0.16 -0.03
H -13.302272 26.442928 -22.424155 0.39 0.35 -0.07
H -12.580698 25.712763 -20.982033 0.35 0.35 0.04
H -14.952171 23.406383 -22.633381 0.49 -0.21 -0.03
H -15.174957 25.101901 -22.496982 0.42 0.31 -0.18
H -14.789402 24.198507 -21.074731 0.42 -0.06 0.15
H -10.462191 26.665783 -20.978296 0.07 0.02 0.10
H -9.563815 26.937027 -22.303809 0.11 0.10 0.05
C -9.437083 19.983110 -28.326787 0.20 -0.90 0.51
C -8.762059 18.703970 -27.817134 1.00 -0.05 -0.33
C -9.137365 17.493024 -28.646864 -1.04 -0.76 0.31
O -10.537904 17.295311 -28.835743 -0.06 0.41 -0.55
C -11.327151 17.099431 -27.699614 -0.40 1.11 0.38
N -7.302614 18.835074 -27.992699 0.34 0.91 0.51
H -10.494316 19.902846 -28.071222 -0.09 0.27 -0.28
H -9.284631 20.056007 -29.402355 -0.10 0.25 0.01
H -8.999286 20.826617 -27.793197 -0.04 0.16 -0.20
H -9.011350 18.593930 -26.759773 -0.19 -0.29 0.16
H -8.784768 16.538963 -28.235184 0.58 0.24 0.25
H -8.708325 17.612331 -29.641798 -0.08 0.05 0.00
H -11.203660 16.135606 -27.212371 0.03 -0.35 -0.12
H -12.357239 17.295107 -28.004225 -0.06 -0.65 -0.17
H -11.205224 17.873146 -26.927887 0.53 -0.05 0.01
H -6.745209 18.050762 -27.665514 -0.56 -0.43 -0.08
H -6.988809 19.575040 -27.351504 -0.10 -0.09 -0.48
C -1.359950 18.534652 -25.683963 -0.53 -1.34 0.52
C -0.159427 19.275556 -25.134299 0.00 -0.66 -0.19
C -0.107580 19.048174 -23.616660 0.31 0.08 -0.13
O -1.356181 19.463158 -23.116069 -0.51 -0.08 0.75
C -1.379565 19.896571 -21.752755 0.31 1.39 -1.54
N 1.104396 18.810859 -25.705306 0.46 0.20 -0.04
H -2.200344 18.635743 -24.998007 -0.24 0.22 -0.36
H -1.131016 17.463350 -25.618346 0.08 -0.02 -0.07
H -1.693876 18.683398 -26.709720 0.29 0.58 -0.01
H -0.305954 20.344383 -25.308691 0.41 0.10 0.05
H 0.749465 19.569925 -23.173702 -0.22 0.47 -0.07
H 0.068676 17.999447 -23.336236 -0.16 -0.17 -0.38
H -2.422483 20.013396 -21.464609 0.01 -0.80 0.38
H -1.038014 20.939562 -21.814217 0.48 -0.15 0.50
H -0.709162 19.324227 -21.115488 -0.39 -0.21 0.23
H 1.250276 17.828197 -25.497868 -0.14 0.01 0.25
H 1.113981 18.836707 -26.718277 -0.20 0.33 0.00
C -7.575841 19.822645 -18.296167 0.35 -0.36 -0.68
C -8.668996 20.305267 -17.353316 1.10 -1.29 -0.71
C -8.971831 19.145533 -16.381870 -0.55 0.55 -0.86
O -9.253734 17.970302 -17.152595 -0.24 0.37 0.95
C -9.960812 17.051632 -16.355701 -0.63 -1.09 -0.50
N -8.177435 21.464256 -16.630280 -0.77 -0.14 0.38
H -7.916808 19.005102 -18.933298 -0.15 -0.07 0.17
H -6.697241 19.447690 -17.769637 0.03 0.24 0.16
H -7.265530 20.599790 -18.999579 0.06 0.26 0.27
H -9.515208 20.460521 -18.038426 -0.44 0.28 0.54
H -9.876173 19.360127 -15.802032 0.12 0.20 0.24
H -8.122171 18.994387 -15.710689 0.05 -0.06 0.01
H -10.937356 17.389529 -15.985212 0.35 0.76 0.35
H -9.344144 16.651448 -15.548311 -0.06 0.09 0.14
H -10.313047 16.221178 -16.975531 0.68 -0.09 -0.26
H -8.902134 21.698333 -15.956456 0.21 0.40 0.06
H -8.082691 22.247238 -17.272447 -0.16 -0.08 0.08
C -12.415132 17.772498 -19.294435 -1.82 -0.33 -0.50
C -11.481767 17.997324 -20.477649 0.10 0.70 2.11
C -11.574566 19.473716 -20.915438 -0.14 -1.48 -1.17
O -10.496268 19.660184 -21.822160 -0.45 0.68 0.59
C -10.408958 21.015859 -22.251613 0.75 -0.70 0.32
N -10.133232 17.721330 -19.899165 -0.49 0.73 -1.03
H -12.300089 16.764207 -18.893962 0.24 0.08 0.14
H -13.477715 17.832755 -19.570261 0.08 -0.08 -0.26
H -12.353921 18.519566 -18.499660 0.65 -0.03 -0.01
H -11.725985 17.324847 -21.301287 0.15 0.08 -0.06
H -11.549034 20.167145 -20.068516 0.28 -0.02 0.09
H -12.511313 19.628082 -21.466812 -0.16 0.12 0.16
H -11.078334 21.204195 -23.094255 -0.09 0.12 0.11
H -9.361374 21.098562 -22.542799 -0.45 0.36 -0.10
H -10.599778 21.703247 -21.423062 -0.19 0.02 -0.05
H -10.207319 17.881387 -18.896000 0.29 -0.10 -0.23
H -9.618577 18.525442 -20.254420 0.76 -0.43 0.10
C -5.276894 26.056611 -23.148393 0.19 -0.58 0.44
C -3.899878 26.031230 -22.475829 -0.25 -0.02 0.61
C -2.869488 26.836588 -23.262602 0.05 -0.76 -0.12
O -3.282200 28.138670 -23.519670 -0.45 0.46 0.40
C -2.379228 29.201147 -23.384334 0.76 0.75 0.19
N -4.087893 26.476957 -21.058697 0.09 2.16 -1.09
H -5.154405 25.901158 -24.218096 -0.29 0.45 0.22
H -5.841475 26.949463 -22.875214 0.24 0.31 -0.44
H -5.900580 25.229585 -22.796133 0.21 0.00 -0.09
H -3.531728 25.017717 -22.353960 0.07 -0.16 -0.52
H -2.675023 26.313334 -24.205525 -0.63 0.25 -0.33
H -1.904532 26.711829 -22.768492 -0.06 1.03 0.51
H -2.824542 30.019375 -22.814788 -0.29 -0.15 0.04
H -2.063740 29.647234 -24.331828 -0.24 -0.33 -0.28
H -1.445500 28.961495 -22.864600 -0.14 -0.47 0.09
H -3.216126 26.783872 -20.621498 0.39 -1.07 0.02
H -4.392995 27.442775 -21.253798 -0.72 -0.15 0.41
C 0.721311 23.849595 -21.524929 -0.84 -0.27 -0.98
C -0.584685 24.517779 -22.006460 -0.36 -0.42 0.78
C -0.495676 25.022083 -23.441190 0.24 0.07 0.06
O -0.061872 23.996205 -24.314686 0.80 0.49 0.26
C 0.156952 24.518822 -25.616062 -1.54 -1.14 -0.43
N -1.738808 23.633357 -21.764111 -0.19 -1.08 -0.34
H 0.727582 23.765331 -20.440806 0.31 0.29 0.02
H 1.566155 24.364752 -21.977612 0.25 0.05 0.52
H 0.719094 22.831613 -21.923033 0.21 0.01 -0.06
H -0.800918 25.318355 -21.289846 0.43 0.69 -0.61
H 0.183736 25.888334 -23.425371 0.36 -0.15 -0.18
H -1.421627 25.441037 -23.849302 0.48 -0.90 0.33
H 1.003654 25.186428 -25.766569 0.08 0.06 0.41
H -0.793073 24.967254 -25.936771 0.25 0.62 -0.07
H 0.211614 23.654072 -26.278943 0.56 0.00 0.06
H -1.410986 22.724995 -21.444463 0.01 0.26 0.25
H -2.205321 23.368689 -22.628166 0.04 0.26 -0.15
C -2.587101 15.865800 -23.391580 2.27 0.45 -0.27
C -3.538945 16.261923 -22.276173 0.65 0.00 -1.97
C -2.773733 16.495012 -20.964206 -1.38 -0.75 0.10
O -2.108093 15.350264 -20.425931 -0.19 0.41 -0.37
C -1.618389 15.661671 -19.140157 -0.01 -0.73 0.00
N -4.268989 17.450153 -22.757585 -0.16 -0.20 0.70
H -2.128155 14.882036 -23.277001 -0.64 -0.31 -0.11
H -1.662783 16.469187 -23.368261 -0.15 0.35 0.56
H -2.852449 16.094504 -24.423565 -0.98 -0.58 0.13
H -4.285316 15.466241 -22.281803 -0.03 -0.05 0.90
H -3.573293 16.798080 -20.280021 0.72 0.09 0.10
H -2.042832 17.293627 -21.105383 -0.10 0.24 -0.02
H -2.412063 15.674408 -18.384123 -0.19 0.31 -0.11
H -1.077585 16.611652 -19.135196 0.06 0.02 0.07
H -0.964367 14.841940 -18.841577 0.22 0.14 -0.10
H -3.659571 18.225432 -22.996398 0.20 -0.08 0.14
H -4.907323 17.752378 -22.027828 0.05 0.22 -0.06
C -8.444856 13.866279 -24.342839 -0.55 0.33 -0.92
C -8.428731 14.682661 -23.067199 0.86 -0.38 0.48
C -8.909252 16.146600 -23.198757 0.08 -0.77 0.16
O -7.959633 16.860494 -23.954061 0.12 -0.09 -0.32
C -7.895180 18.231318 -23.663532 -0.22 0.14 0.77
N -9.227898 13.929238 -22.085475 -0.14 0.79 1.20
H -8.186944 14.434854 -25.238079 0.29 0.17 0.16
H -9.471220 13.531880 -24.517024 -0.04 -0.06 0.10
H -7.818634 12.974082 -24.331381 0.11 0.08 0.30
H -7.403292 14.754059 -22.682400 0.17 0.14 -0.32
H -8.962256 16.639970 -22.221496 -0.34 -0.39 0.19
H -9.896411 16.124289 -23.668966 -0.18 0.33 -0.07
H -8.777835 18.795343 -23.984187 0.18 -0.01 -0.71
H -6.935977 18.591839 -24.027831 -0.22 0.17 -0.43
H -7.926474 18.450274 -22.584402 0.24 -0.43 0.23
H -8.778737 13.059572 -21.810885 0.10 -0.20 -0.74
H -9.120922 14.434679 -21.203162 -0.52 0.22 -0.08
C -5.806354 23.062258 -21.247613 -0.64 0.68 0.01
C -6.556157 21.929236 -21.932119 1.60 -0.15 -1.09
C -7.226820 22.429856 -23.214569 -0.66 0.24 0.56
O -7.898624 21.362102 -23.864837 0.33 0.58 0.17
C -8.916270 21.821818 -24.772145 1.15 -0.30 -0.05
N -5.466243 20.936221 -22.266897 -0.92 0.06 0.41
H -5.493086 22.847214 -20.225946 -0.06 -0.36 -0.09
H -6.426395 23.961624 -21.178165 0.12 -0.45 -0.14
H -4.914654 23.322734 -21.818583 0.03 -0.11 -0.15
H -7.243309 21.387153 -21.280350 -0.46 0.58 0.01
H -6.585797 22.976924 -23.912060 0.59 -0.43 0.11
H -7.952942 23.206800 -22.944695 -0.25 -0.20 0.24
H -9.383399 20.877242 -25.038195 -0.66 0.41 -0.28
H -8.459467 22.296818 -25.641120 0.04 -0.28 -0.15
H -9.530584 22.589110 -24.304353 -0.37 -0.35 0.10
H -5.953339 20.046785 -22.369743 0.30 -0.20 -0.11
H -5.019729 20.881505 -21.353930 0.47 -0.57 -0.19
O -6.595191 25.642130 -20.011773 -0.13 0.71 -0.34
H -6.992365 26.471303 -19.728374 -0.04 -0.03 0.06
H -5.888754 25.892092 -20.643288 0.14 -0.08 0.62
O -5.627583 24.323375 -25.621852 0.42 -0.25 -0.14
H -5.044694 23.565496 -25.472069 -0.15 -0.14 -0.13
H -5.085621 24.957995 -26.102320 -0.06 -0.07 -0.16
O -4.489403 18.488829 -19.595896 -0.14 0.42 0.19
H -4.515199 19.272665 -19.024100 -0.10 0.14 0.03
H -4.638464 17.747084 -19.001841 -0.14 0.06 0.06
O -6.316871 20.768081 -25.984119 -0.14 0.08 0.83
H -5.368644 20.653997 -25.835070 0.16 -0.06 -0.08
H -6.700473 20.684036 -25.076061 0.13 0.17 -0.86
O -4.228499 20.829571 -17.889249 0.31 0.08 -0.13
H -3.399492 20.652250 -17.433230 -0.04 -0.04 0.00
H -4.322916 21.805507 -17.867734 -0.22 -0.61 0.23
O -8.389972 24.759853 -25.962661 -0.08 -0.24 0.13
H -7.604205 24.193052 -25.876645 -0.12 0.46 -0.11
H -8.039433 25.640878 -26.116152 0.06 -0.02 -0.01
O -7.420994 23.512018 -18.639809 -0.02 -0.08 -0.02
H -7.165564 24.150579 -19.334329 -0.24 -0.11 0.49
H -6.578518 23.323032 -18.202437 -0.14 0.04 -0.18
O -4.697763 23.457250 -17.753567 0.48 0.48 -0.02
H -4.013908 23.801920 -18.344419 -0.20 0.13 -0.12
H -4.739403 24.091849 -17.028341 -0.06 -0.12 0.07
O -3.830683 20.767192 -24.712942 0.22 0.23 0.00
H -4.281821 20.778980 -23.850353 -0.24 0.18 0.24
H -2.902447 20.619190 -24.502729 0.09 -0.17 -0.02

No. 2
89
Properties=species:S:1:pos:R:3:forces:R:3 method="wB97M-V/def2-TZVPD" lumo_energy_ha="0.00065 / -0.08450" s_squared=8.768 e_tot_ha=-6118.55470 gap_ev="7.69 / 5.76" multiplicity=6
Ir 0.979936 0.250224 2.847965 0.71 0.03 0.33
O -0.286179 1.795851 3.611027 -0.10 0.12 0.00
C -0.956474 1.813395 4.733595 0.26 -0.05 -0.40
C -2.336015 2.089189 4.727392 -0.48 0.42 0.55
C -3.007351 2.218601 5.935506 -1.15 0.45 -0.62
C -2.393616 2.035654 7.163974 0.50 -0.38 0.79
C -1.047837 1.681383 7.185351 -0.64 0.03 -0.28
C -0.325129 1.573735 5.975201 -0.87 -0.05 0.83
C 1.014284 1.112227 6.066022 0.95 -0.42 -0.64
N 1.673023 0.599572 5.080725 -0.05 0.40 0.40
C 3.044354 0.161076 5.286643 -0.16 -0.61 -0.78
C 3.113814 -1.322500 4.894633 -1.03 0.12 -0.57
N 2.556979 -1.436042 3.487864 0.13 -0.70 1.56
C 2.639150 -2.597908 2.925335 -0.12 0.24 -0.60
C 2.179086 -2.882515 1.574164 0.19 0.32 0.53
C 2.093324 -4.227677 1.134116 0.45 0.54 0.78
C 1.723998 -4.491490 -0.145925 -0.39 1.68 -1.01
C 1.518989 -3.381020 -1.038726 -0.44 -0.64 0.48
C 1.635312 -2.066701 -0.640697 0.26 -0.57 -0.44
C 1.904125 -1.785965 0.710920 0.08 -0.14 0.44
O 1.904586 -0.547049 1.119163 -0.04 0.11 -0.18
H -2.871757 2.234898 3.790214 0.34 -0.04 0.12
H -4.088640 2.500933 5.971936 1.00 -0.35 -0.37
H -3.019016 2.120541 8.066394 0.65 -0.08 -0.37
H -0.558347 1.393559 8.113086 -0.01 0.27 -0.05
H 1.493582 1.183310 7.054004 -0.02 -0.09 -0.20
H 3.418818 0.329278 6.298649 -0.11 0.04 0.05
H 3.674595 0.696738 4.558843 -0.07 -0.01 0.36
H 2.539599 -1.966758 5.612818 0.34 0.57 -0.64
H 4.144486 -1.627600 4.902335 0.52 -0.32 -0.02
H 3.134093 -3.458123 3.414603 -0.22 0.45 0.18
H 2.350036 -5.009179 1.860882 -0.25 0.18 -0.38
H 1.521886 -5.462704 -0.513994 0.07 -0.87 -0.18
H 1.130020 -3.599387 -2.035703 0.39 0.06 0.09
H 1.548087 -1.240304 -1.348336 -0.23 -0.21 0.37
B -1.928118 -0.389643 1.106637 1.52 -0.25 0.21
N -1.870264 -0.771572 2.636258 -0.69 -0.02 -0.63
C -2.895636 -1.163972 3.400969 0.84 1.06 -0.41
C -2.411695 -1.462980 4.645688 -0.08 -0.80 0.83
C -1.040141 -1.381584 4.525015 0.35 0.52 0.43
N -0.728659 -0.940588 3.307664 0.01 -0.31 -0.37
N -1.312327 1.032540 0.828620 -0.10 -1.45 0.60
C -1.844485 2.023041 0.098431 1.92 -0.02 1.33
C -0.842172 2.990168 -0.042664 -0.63 -0.67 -0.45
C 0.260564 2.434484 0.588582 0.72 0.68 0.15
N -0.033170 1.277278 1.130712 -0.60 -0.32 -0.46
H -3.003216 -0.299528 0.717014 -1.54 -0.18 -0.13
H -1.311548 -1.310806 0.595413 0.09 0.53 -0.31
H -3.868567 -1.102951 3.001709 -0.91 -0.01 -0.20
H -2.978314 -1.659516 5.529129 -0.14 -0.35 0.22
H -0.242137 -1.487181 5.240866 -0.12 -0.16 0.15
H -2.871236 1.932905 -0.069805 -1.23 0.27 -0.80
H -0.893455 3.887343 -0.601866 -0.03 0.67 -0.24
H 1.262300 2.798420 0.709729 0.15 0.35 -0.09
F -0.083191 -2.039360 -6.165849 0.55 -0.28 0.12
C 1.030480 -1.976892 -5.388702 -1.20 -0.35 -0.58
C 1.182000 -0.850830 -4.620094 -0.76 0.37 -0.38
C 2.316510 -0.785014 -3.854172 0.59 0.74 0.43
F 2.557650 0.365345 -3.189468 0.27 -0.54 0.04
C 3.247551 -1.818410 -3.766682 -1.23 0.50 -0.85
F 4.305861 -1.713115 -3.013822 0.84 -0.03 0.58
C 3.017163 -2.929993 -4.554558 0.46 -1.41 0.24
F 3.840778 -3.994032 -4.479673 -0.14 0.65 -0.04
C 1.905021 -3.046535 -5.369785 -0.18 0.20 -0.56
F 1.726968 -4.123996 -6.158039 0.09 0.57 0.59
Ge -0.268064 0.538950 -4.433676 0.96 -0.27 -0.07
S -0.344062 0.526138 -2.268807 -0.26 0.08 0.86
C -2.065765 0.104174 -5.028030 -0.15 -1.12 -0.37
C -2.918315 0.785402 -5.856319 0.03 0.91 -0.27
F -2.537801 1.956523 -6.375451 0.08 0.08 -0.21
C -4.199692 0.354679 -6.157352 -0.38 0.45 -0.27
F -5.007241 1.078841 -6.959200 0.51 -0.32 0.46
C -4.669606 -0.807609 -5.593082 -0.14 -0.25 -0.29
F -5.924452 -1.175876 -5.848527 0.32 -0.11 0.18
C -3.829297 -1.597334 -4.807181 -1.06 0.33 -0.10
F -4.362018 -2.712213 -4.285300 0.75 0.31 -0.08
C -2.567066 -1.106531 -4.562638 1.14 -1.24 1.32
F -1.736390 -1.872018 -3.769829 -0.86 0.57 -0.80
C 0.436972 2.316357 -4.859511 -0.42 -0.04 0.41
C -0.299587 3.312223 -4.267932 -1.14 0.34 -0.15
F -1.601056 3.030216 -3.945539 0.89 0.33 0.04
C 0.173530 4.594722 -3.987909 0.04 -0.98 -0.20
F -0.592883 5.492854 -3.405202 -0.33 0.42 0.19
C 1.498786 4.847900 -4.242365 1.05 -1.60 -0.22
F 2.042235 5.982154 -3.852390 0.19 0.38 -0.15
C 2.320616 3.810583 -4.795367 -0.13 1.74 0.44
F 3.632381 4.052657 -4.970637 -0.64 -0.10 -0.04
C 1.759172 2.610975 -5.133950 0.25 -0.52 -0.52
F 2.519308 1.695957 -5.761055 0.01 0.14 0.29

Number 1: F_max 3.16 eV/A. Number 2: F_max 2.34 eV/A.